Computed, not measured: the ion C23H39N6O4 with charge +1, with ωB97M-V/def2-TZVPD.

```
72
Properties=species:S:1:pos:R:3:forces:R:3
C -4.34763 -1.35814 -3.30415 0.765 -0.359 0.129
C -3.98742 -1.07142 -1.81038 -0.588 -0.112 0.217
O -2.58835 -0.69265 -1.70772 0.127 0.298 0.829
C -2.20052 -0.63985 -0.33476 -1.230 -0.833 -0.825
N -1.19613 0.44366 -0.12788 0.111 -0.349 0.117
C -0.28389 0.67088 -1.27151 0.669 0.933 -2.113
O 0.29904 -0.54458 -1.73239 0.137 0.661 0.417
C 1.67307 -0.41762 -1.97950 3.541 -0.115 0.374
C 2.57326 -0.68934 -0.85812 0.299 0.302 -1.175
C 4.02138 -0.64563 -0.94135 -1.346 0.146 -1.218
C 4.84981 -0.98301 0.34145 -0.111 -0.103 -1.172
C 4.60692 -0.31480 -2.23798 -2.341 -0.138 0.641
C 3.72615 -0.02639 -3.37499 -0.148 -0.542 2.012
C 2.25729 -0.07716 -3.27430 0.364 0.109 0.802
C 1.32326 0.19014 -4.52216 0.831 -1.545 -0.456
C 0.24227 -0.98859 -4.63417 0.188 0.112 -0.587
C 2.18821 0.08311 -5.85410 0.080 -0.082 0.597
C -1.14146 1.12887 0.98439 0.382 0.490 0.908
N -2.05382 0.87990 2.10426 0.016 1.031 -1.599
N -1.76134 -0.35450 2.72955 -0.339 -1.160 0.495
C -3.02511 -1.16133 2.81544 -1.298 -1.181 -0.383
C -3.19654 -2.55717 2.13455 0.408 -0.504 0.614
O -3.96405 -0.74378 3.43696 0.684 0.294 -0.430
C -1.39248 -0.14430 4.17169 1.265 -0.673 1.001
C -0.38681 -1.21840 4.72893 -0.487 -0.730 -0.824
O -1.84641 0.73181 4.83205 0.230 -0.025 -0.559
N -0.20884 2.18124 1.14515 -0.850 -0.931 0.767
C -0.72943 3.30340 1.97524 0.482 0.533 0.192
C -0.36526 3.26829 3.49806 -1.640 0.662 0.259
N -1.20389 3.73192 4.34355 0.868 -0.266 -0.697
C 1.14203 1.71731 1.54695 1.741 -0.782 -1.372
N 1.15580 0.57794 2.48691 1.057 0.142 -0.071
C 2.25050 0.70356 3.50130 -0.528 0.157 1.079
H -5.38531 -1.04815 -3.58715 0.980 -0.244 0.413
H -3.59405 -0.83780 -3.95576 -0.866 -0.297 0.585
H -4.21448 -2.45861 -3.50070 -0.267 1.115 0.124
H -4.59670 -0.24232 -1.34357 0.440 -0.689 -0.621
H -4.14774 -1.98799 -1.17070 0.068 0.758 -0.690
H -1.78606 -1.64680 -0.06420 -0.123 1.102 0.136
H -3.14503 -0.39928 0.23027 1.243 -0.219 -0.077
H 0.53264 1.39880 -1.06300 -0.933 -0.525 0.411
H -0.87308 1.09873 -2.13346 0.165 -0.458 1.101
H 2.12204 -0.97431 0.12418 0.299 0.160 -0.968
H 5.84891 -1.37240 -0.00021 -0.837 0.597 0.622
H 4.36048 -1.80683 0.92384 0.345 0.840 -0.473
H 4.94794 -0.06176 0.97039 0.136 -0.887 -0.445
H 5.71695 -0.30774 -2.30271 -1.023 0.100 -0.287
H 4.24917 0.22043 -4.32757 -0.832 -0.247 0.868
H 0.84339 1.20244 -4.46893 0.397 -0.906 0.063
H -0.80701 -0.63207 -4.49263 0.850 -0.377 0.203
H 0.49132 -1.84384 -3.95600 -0.408 0.896 -0.437
H 0.29022 -1.41250 -5.67752 -0.107 0.483 1.001
H 2.99134 0.86088 -5.87194 -0.863 -0.446 -0.353
H 2.71658 -0.91190 -5.89574 -0.604 0.881 0.199
H 1.51653 0.11336 -6.74721 0.653 0.348 0.731
H -3.03028 0.95986 1.81045 0.193 0.061 0.399
H -3.66428 -3.22133 2.91584 0.415 0.772 -0.719
H -2.24110 -3.05273 1.83867 -0.727 0.606 0.002
H -3.93984 -2.53605 1.29007 0.871 0.250 0.771
H -0.14338 -1.97089 3.92505 -0.135 0.865 0.725
H -0.83203 -1.80674 5.57144 0.190 0.814 -0.598
H 0.56287 -0.75947 5.08829 -0.923 -0.123 -0.306
H -0.30705 4.24977 1.52492 -0.229 -0.990 0.420
H -1.84161 3.39225 1.83054 1.109 -0.210 0.378
H 0.59842 2.91487 3.92994 -0.596 0.155 -0.822
H -2.05665 4.04717 3.86551 0.103 -0.113 0.247
H 1.67825 1.36928 0.61197 -0.540 0.548 0.794
H 1.77973 2.55754 1.93592 -1.154 -0.541 -0.340
H 1.39685 -0.26216 1.95387 -0.404 0.382 0.091
H 3.07697 1.38877 3.18531 -0.609 -0.564 0.239
H 1.76572 1.08589 4.44663 0.818 -0.135 -0.849
H 2.68974 -0.28973 3.77497 -0.434 0.799 -0.504
```
Positions in Å, forces in eV/Å.

The highest occupied orbital energy is -11.4 eV. The net charge is +1. The SMILES is [H]/N=C\C/[N+](CNC)=C(\NN(C(C)=O)C(C)=O)N(COCC)COc1cc(C)ccc1C(C)C. The calculation puts the total energy at -1528.84062 Eh. For the lowest unoccupied orbital energy, the calculation gives -3.816 eV.